DFT (ωB97M-V with the def2-TZVPD basis set) results for a molecular structure, C43H55ClMgN3O2P2S.

The geometry in ORCA input format:
```
! wB97M-V def2-TZVPD RIJCOSX def2/J DEFGRID3
* xyz -1 1
Cl -3.0658 0.0279 -2.9138
S -1.2676 -3.0008 -0.9727
P 2.8310 1.1001 0.2415
P -1.7017 1.0995 1.9446
Mg -0.6509 -0.4385 -0.3226
O -1.4763 -2.4841 0.3847
O -2.4378 -3.2404 -1.7745
N 0.6829 -0.5781 1.4273
N -0.1855 -2.0140 -1.5679
N 0.3026 0.5302 -2.2202
C 0.6463 2.2826 -3.8060
C 1.8639 -2.7261 1.2744
C -2.5630 0.3057 -1.1351
C 0.3845 0.0287 -4.5934
C -1.2883 -5.6931 -0.5249
C 0.4846 1.7950 -2.4962
C 0.2339 -0.3675 -3.2514
C -0.7280 -6.9581 -0.4891
C 1.3850 -6.0560 -1.1594
C -1.7262 -0.6024 4.2333
C 4.3260 1.3951 -0.8224
C -0.0149 -2.2282 -5.3058
C -0.1705 -2.6377 -3.9620
C -1.8497 -1.8405 6.4383
C 0.1264 -0.8272 2.6683
C 0.7629 -1.5963 3.6740
C 4.7565 1.0433 2.3840
C 1.2038 -8.5491 -0.8134
C 2.9773 -3.4665 0.9198
C 0.6094 1.3991 -4.8430
C 0.1429 -1.8980 4.8708
C 5.2883 -3.6730 -0.0947
C 3.3900 1.5700 1.9616
C 0.8374 -4.7775 -1.1919
C -3.4015 1.4865 2.5919
C 4.0779 -2.8705 0.3165
C -0.5495 2.4545 2.4834
C -0.0582 -1.7386 -2.9359
C 4.0956 0.8014 -2.2178
C -4.2177 2.2271 1.5237
C 2.9135 -0.7251 0.4507
C -0.8998 3.7594 1.7617
C -0.4975 -4.5990 -0.8647
C 4.0148 -1.5015 0.0896
C -3.5020 2.2516 3.9169
C -1.1120 -0.2401 3.0347
C 4.5910 2.8974 -0.9496
C 0.2608 -0.9335 -5.6276
C 3.2844 3.0758 2.2217
C -0.2791 2.6858 3.9680
C -1.1461 -1.4542 5.1609
C 0.6154 -7.1591 -0.8091
C 1.8085 -1.3437 1.0745
H 0.7824 -9.1619 -0.0145
H -3.7543 3.1870 1.2748
H -2.8605 1.8546 4.7029
H 0.6748 -2.5077 5.5972
H 1.0026 -3.2157 1.7138
H 5.2072 0.9319 -0.3694
H -3.3939 -0.1310 -0.5652
H -0.2374 1.7500 4.5300
H 1.4360 -3.9179 -1.4655
H -4.5363 2.2274 4.2768
H 0.3605 -0.6188 -6.6598
H 3.6710 3.4353 -1.2038
H 0.3723 2.0640 2.0391
H 0.6886 3.1867 4.0864
H 3.3093 1.3527 -2.7415
H -2.8408 -1.3841 6.4905
H -4.3023 1.6532 0.6036
H -1.8058 4.2080 2.1812
H 2.6231 1.0719 2.5674
H 4.8662 -0.0217 2.1704
H 4.9022 1.1846 3.4601
H 4.9871 3.3294 -0.0295
H 3.7944 -0.2456 -2.1921
H 2.2872 -8.5205 -0.6876
H -5.2249 2.4356 1.8995
H 2.3597 3.4932 1.8221
H -0.1304 -2.9630 -6.0939
H -1.0703 3.5970 0.6939
H 5.2888 -4.6530 0.3849
H 0.5188 2.4702 -1.6458
H -1.0362 3.3300 4.4201
H 0.8031 3.3400 -3.9696
H -1.9820 -2.9236 6.5165
H 0.9948 -9.0550 -1.7595
H 1.7588 -1.9781 3.4912
H -2.6622 1.3924 -1.0465
H -0.4143 -3.6680 -3.7366
H 5.3191 -3.8348 -1.1760
H -1.2904 -1.5180 7.3215
H -2.3352 -5.5424 -0.2914
H 5.3189 3.0878 -1.7452
H -3.8427 0.4928 2.7169
H 2.9780 -4.5385 1.0934
H 5.0097 0.8814 -2.8143
H 3.3120 3.2819 3.2960
H -1.3430 -7.8089 -0.2122
H 6.2143 -3.1641 0.1826
H 2.4332 -6.1926 -1.4079
H 0.7362 1.7361 -5.8667
H -0.0951 4.4937 1.8687
H -3.2356 3.3024 3.7699
H 4.1163 3.6182 1.7669
H 4.8736 -1.0268 -0.3754
H -2.7093 -0.2062 4.4608
H 5.5613 1.5826 1.8722
*
```

Output
largest force on an atom: 0.8 eV/A
LUMO: 0.0907 Ha
total energy: -3727.6462 Eh
energy above the lowest of the compared OMol25 structures with the same formula, charge and spin: 2.7 kcal/mol
molecular weight: 799.7 g/mol

DFT (ωB97M-V with the def2-TZVPD basis set) results for a molecular structure, C43H57AuN4P3SSi2 in a non-equilibrium geometry.

The geometry in ORCA input format:
```
! wB97M-V def2-TZVPD RIJCOSX def2/J DEFGRID3
* xyz 1 3
Au 0.1546 -1.1774 -0.6101
S 0.8716 -3.3526 -1.6299
P 0.3473 -0.7450 2.1959
P 1.6638 1.1483 -0.2297
P -1.5552 0.9612 -0.4929
Si -3.6962 -1.1370 -0.8412
Si 3.7589 -0.7685 -1.1726
N -2.0562 -0.5503 -0.6967
N 2.2929 -0.3181 -0.3115
N -0.1856 -5.5866 -0.5586
N -1.0371 -5.0298 -2.4927
C -1.5480 3.9774 -3.2359
C 1.5624 2.3369 -4.1014
C -2.6350 1.9166 0.5861
C 1.9552 2.1203 -1.7408
C 0.8571 2.1740 5.0053
C -1.0798 -6.6916 -0.8611
C 0.6748 -5.6262 0.5855
C 2.6522 4.2309 2.2465
C -2.3337 2.0631 1.9331
C -1.4361 3.2894 -2.0428
C -1.2792 -1.5827 2.3434
C 2.4300 2.1481 1.0684
C 4.2311 -2.4239 -0.3628
C 0.0056 0.8823 0.2810
C 3.1760 3.7436 -3.0158
C 1.3264 1.6922 -2.9020
C 3.3078 1.5474 1.9602
C 0.4338 0.1342 3.8001
C -3.5028 -3.0199 -1.0710
C 0.5005 0.1291 6.2011
C -1.8490 1.2176 -3.2162
C 0.3396 -0.5518 5.0082
C -1.6054 1.9086 -2.0367
C 2.0901 3.4918 1.2217
C 3.8634 2.2907 2.9865
C 0.6679 1.5013 3.8111
C -1.6213 -6.3367 -2.2562
C 1.5058 -2.1446 2.5033
C -1.9881 1.9152 -4.3998
C -0.1716 -4.6805 -1.5348
C -1.8442 3.2932 -4.4055
C 3.5456 3.6324 3.1243
C -4.3432 3.3291 2.2314
C 3.3616 -1.0428 -3.0134
C -3.8076 2.4543 0.0639
C 0.7822 1.4870 6.2047
C 2.4889 3.3654 -4.1585
C -4.6091 -0.4306 -2.3663
C -4.7586 -0.8380 0.7201
C -4.6673 3.1462 0.8955
C 2.9015 3.1368 -1.8029
C -3.1778 2.7903 2.7511
C 5.1251 0.5459 -0.9647
H -2.2215 1.3897 -5.3139
H 3.5477 0.5009 1.8304
H -1.9743 3.8363 -5.3281
H -2.9295 2.9378 3.7918
H -1.4526 -1.8431 3.3896
H -5.3726 0.0531 0.6260
H 0.1376 -1.6131 5.0263
H -4.3733 -3.4145 -1.5816
H 2.6847 3.8622 -5.0964
H -1.4354 1.6056 2.3279
H -1.2897 -7.0404 -3.0249
H -5.5893 3.5493 0.5036
H 4.5416 1.8247 3.6851
H 0.0826 -5.7075 1.5001
H 2.4211 -1.7497 2.9395
H -2.6317 -3.2613 -1.6672
H 4.9324 1.1944 -0.1149
H -4.1600 -0.7254 1.6198
H 0.6525 0.8467 -2.8511
H 0.9438 2.0062 7.1389
H 4.2461 -1.3426 -3.5631
H 2.6229 -1.8313 -3.1254
H 4.3134 -2.3411 0.7160
H 1.3498 -6.4837 0.5214
H -1.1026 -4.5466 -3.3711
H 3.9280 4.5170 -3.0693
H 1.0785 3.2311 4.9934
H -1.9448 0.1411 -3.1774
H 1.0270 2.0332 -4.9885
H 1.0567 -2.8729 3.1783
H 5.2096 1.1649 -1.8532
H -4.0291 2.3315 -0.9896
H -1.4237 5.0498 -3.2632
H -4.3316 -0.9509 -3.2794
H -1.8706 -6.7459 -0.1069
H 0.4135 -0.4021 7.1369
H 3.9844 4.2132 3.9237
H 3.4277 3.4493 -0.9142
H -4.4132 0.6268 -2.5233
H -1.3015 -2.4737 1.7143
H 1.7510 -2.6018 1.5464
H -5.6823 -0.5441 -2.2476
H -1.2423 3.8078 -1.1122
H -3.4125 -3.5382 -0.1221
H 6.0850 0.0651 -0.8069
H -2.0581 -0.9008 2.0037
H 1.2712 -4.7165 0.5995
H 1.3880 3.9453 0.5323
H -5.0086 3.8842 2.8727
H -5.4266 -1.6811 0.8738
H 2.9703 -0.1451 -3.4844
H 0.7118 2.0372 2.8748
H 2.3944 5.2723 2.3792
H 3.4789 -3.1702 -0.5944
H -0.5274 -7.6359 -0.8512
H 5.1787 -2.7873 -0.7425
H -2.7107 -6.2743 -2.2810
*
```

Output
largest force on an atom: 1.3 eV/A
LUMO (alpha / beta): -0.0639 / -0.1216 Ha
total energy: -4028.5810 Eh
molecular weight: 1008.1 g/mol